1.
Below is a structure of composition C33H32OP2Ru in a non-equilibrium geometry, with properties calculated with ωB97M-V/def2-TZVPD.

The geometry in XYZ format:
```
69
Properties=species:S:1:pos:R:3:mulliken_charge:R:1
Ru 1.23 1.01 0.78 0.37
C 1.72 4.79 1.18 -1.70
C 2.05 3.37 1.53 0.67
C 3.01 2.63 0.81 -0.12
C 3.35 1.32 1.17 -0.51
C 2.70 0.71 2.26 -0.60
C 1.70 1.41 2.95 -0.46
C 1.41 2.74 2.59 -0.32
H 0.67 5.01 1.37 0.38
H 1.95 5.01 0.14 0.44
H 2.30 5.47 1.80 0.37
H 3.49 3.09 -0.05 0.52
H 4.11 0.78 0.63 0.45
H 2.99 -0.28 2.56 0.70
H 1.17 0.96 3.77 0.54
H 0.63 3.27 3.12 0.46
C 0.14 -2.15 0.97 -1.06
C -1.15 -1.33 1.21 -1.07
P -2.18 -1.21 -0.35 0.21
C -2.25 0.51 -1.01 0.53
C -3.04 0.46 -2.18 -1.12
C -3.37 1.58 -2.92 -0.91
C -2.88 2.81 -2.52 -0.82
C -2.09 2.89 -1.39 -0.46
C -1.78 1.76 -0.65 1.29
C -3.83 -1.27 0.41 0.50
C -4.46 -2.52 0.42 -0.48
C -5.71 -2.66 1.01 -0.62
C -6.33 -1.56 1.59 -0.50
C -5.70 -0.32 1.58 -0.65
C -4.46 -0.17 0.98 -0.17
P 1.47 -1.14 0.21 1.24
C 3.05 -1.98 0.46 1.25
C 3.34 -2.64 1.65 -0.55
C 4.57 -3.25 1.82 -0.90
C 5.52 -3.21 0.80 -0.57
C 5.23 -2.55 -0.39 -0.77
C 4.00 -1.94 -0.57 -0.47
C 1.18 -0.90 -1.56 0.15
C 1.55 0.34 -2.12 -0.39
C 1.09 0.68 -3.38 -0.83
C 0.32 -0.22 -4.11 -0.72
C 0.00 -1.46 -3.58 -0.57
C 0.41 -1.79 -2.30 -0.51
H -0.07 -3.06 0.41 0.56
H 0.57 -2.48 1.93 0.53
H -0.92 -0.39 1.72 0.41
H -1.80 -1.91 1.87 0.65
H -3.43 -0.51 -2.49 0.41
H -3.99 1.48 -3.80 0.48
H -3.11 3.71 -3.08 0.44
H -1.71 3.86 -1.07 0.45
H -0.74 2.91 0.45 -0.04
H -3.99 -3.37 -0.05 0.35
H -6.20 -3.62 1.02 0.41
H -7.30 -1.67 2.05 0.40
H -6.19 0.54 2.02 0.42
H -3.98 0.80 0.97 0.31
H 2.62 -2.69 2.46 0.33
H 4.80 -3.77 2.74 0.45
H 6.47 -3.69 0.93 0.42
H 5.96 -2.53 -1.19 0.46
H 3.77 -1.45 -1.51 0.39
H 2.21 1.02 -1.59 0.55
H 1.37 1.63 -3.82 0.48
H -0.02 0.05 -5.10 0.47
H -0.58 -2.16 -4.16 0.50
H 0.13 -2.75 -1.88 0.35
O -0.95 1.97 0.48 -0.41
```

Its charge is +2. For the LUMO energy (spin up / spin down), the calculation gives -7.81 / -7.89 eV. The value obtained for the energy above the lowest of the compared OMol25 structures with the same formula, charge and spin is 167.65 kJ/mol. The value obtained for the highest occupied orbital energy (spin up / spin down) is -13.16 / -13.16 eV.

2.
Below is a structure of composition C33H33AlBrN5O, with properties calculated with ωB97M-V/def2-TZVPD.

The geometry in XYZ format:
```
74
Properties=species:S:1:pos:R:3:mulliken_charge:R:1
Al -0.11 -1.30 -0.09 -0.13
Br 2.64 0.93 -7.13 -0.13
C 3.14 -0.71 -6.34 0.07
C 2.15 -1.66 -6.07 -0.66
C 2.50 -2.85 -5.47 -0.15
C 3.83 -3.10 -5.15 0.07
C 4.82 -2.18 -5.50 -0.17
C 4.47 -0.97 -6.07 -0.52
N 4.33 -4.31 -4.55 -0.30
N 3.74 -4.89 -3.63 -0.52
C 2.62 -4.31 -2.96 -0.11
C 1.44 -5.01 -2.90 -0.43
C 0.31 -4.51 -2.21 -0.82
C 0.39 -3.33 -1.54 0.44
O -0.63 -2.75 -0.84 -0.46
C 1.62 -2.63 -1.53 1.17
N 1.65 -1.47 -0.79 -0.26
C 2.78 -0.76 -0.72 0.10
C 3.94 -1.18 -1.35 -1.11
C 3.93 -2.35 -2.08 -0.42
C 2.75 -3.10 -2.22 0.12
H 1.13 -1.47 -6.36 0.48
H 1.74 -3.60 -5.29 0.53
H 5.85 -2.43 -5.31 0.52
H 5.23 -0.24 -6.33 0.46
H 1.37 -5.95 -3.42 0.49
H -0.61 -5.07 -2.20 0.55
H 2.75 0.15 -0.13 0.54
H 4.84 -0.59 -1.25 0.44
H 4.85 -2.70 -2.54 0.63
C -0.58 -0.74 6.85 -2.17
C -1.09 0.26 5.82 1.86
C -0.41 1.62 6.05 -1.52
C -2.61 0.41 5.96 -1.50
C -0.79 -0.18 4.40 0.26
C -0.13 -1.38 4.10 -0.63
C 0.10 -1.73 2.79 -0.59
N -0.29 -0.95 1.77 0.00
C -0.93 0.21 2.02 0.14
C -1.19 0.61 3.31 -0.49
C -1.33 0.97 0.81 0.15
C -2.01 2.17 0.81 -0.50
C -2.36 2.80 -0.39 0.30
C -1.99 2.15 -1.57 -0.65
C -1.31 0.95 -1.53 -0.63
N -0.99 0.37 -0.36 -0.01
C -3.11 4.11 -0.37 1.83
C -4.44 3.90 0.37 -1.50
C -2.25 5.15 0.38 -1.51
C -3.40 4.63 -1.78 -2.19
H -0.82 -0.37 7.85 0.42
H 0.51 -0.86 6.80 0.45
H -1.05 -1.71 6.75 0.45
H -0.60 1.95 7.07 0.45
H -0.78 2.40 5.38 0.33
H 0.68 1.55 5.92 0.39
H -2.84 0.72 6.98 0.45
H -3.12 -0.53 5.78 0.39
H -3.02 1.17 5.29 0.33
H 0.21 -2.04 4.88 0.58
H 0.61 -2.65 2.53 0.58
H -1.70 1.54 3.49 0.62
H -2.28 2.63 1.75 0.62
H -2.23 2.57 -2.54 0.59
H -1.02 0.43 -2.43 0.63
H -4.29 3.59 1.41 0.33
H -5.06 3.15 -0.13 0.39
H -4.99 4.84 0.39 0.45
H -2.07 4.86 1.42 0.33
H -2.78 6.10 0.40 0.45
H -1.29 5.30 -0.11 0.39
H -4.03 3.95 -2.35 0.44
H -2.48 4.83 -2.34 0.44
H -3.94 5.58 -1.70 0.43
```

Its charge is +2. For the LUMO energy, the calculation gives -6.88 eV. The value obtained for the highest occupied orbital energy is -12.82 eV.

3.
Below is a structure of composition C33H33Br2MgN7O3S4Se2 in a non-equilibrium geometry, with properties calculated with ωB97M-V/def2-TZVPD.

The geometry in XYZ format:
```
85
Properties=species:S:1:pos:R:3:mulliken_charge:R:1
Mg -0.69 -0.20 -0.51 0.26
C 0.58 0.11 -3.83 -1.05
C -0.77 -0.48 -3.78 0.65
C -1.45 -0.81 -4.97 -1.24
C -2.69 -1.38 -4.92 -1.10
C -3.27 -1.63 -3.66 0.75
C -4.53 -2.23 -3.45 0.27
Br -5.56 -2.81 -4.95 -0.31
C -5.05 -2.39 -2.20 -0.60
C -4.33 -1.97 -1.09 -0.35
Br -5.09 -2.15 0.64 -0.21
C -3.06 -1.37 -1.18 -0.12
O -2.42 -0.95 -0.18 0.10
C -2.54 -1.23 -2.51 0.93
N -1.32 -0.68 -2.61 0.32
H 1.06 -0.01 -4.80 0.35
H 1.19 -0.33 -3.05 -0.08
H 0.48 1.18 -3.61 -0.02
H -0.98 -0.59 -5.92 0.49
H -3.22 -1.64 -5.82 0.30
H -6.02 -2.84 -2.05 0.41
O 2.91 2.59 1.38 -0.61
C 2.19 3.22 0.35 -0.87
C 2.63 2.82 -1.06 3.12
C 4.04 3.42 -1.28 -1.41
O 4.64 3.07 -2.51 -0.59
C 2.75 1.31 -1.30 -2.27
Se 1.81 -0.10 -0.19 -0.31
C 1.73 3.50 -2.09 -1.80
Se -0.20 3.12 -2.01 -0.41
H 2.69 1.64 1.32 0.27
H 2.36 4.29 0.49 0.52
H 1.11 3.02 0.46 -0.04
H 4.69 3.12 -0.44 0.38
H 3.98 4.52 -1.29 0.47
H 4.52 2.12 -2.62 0.37
H 3.79 1.01 -1.12 0.51
H 2.49 1.08 -2.33 0.72
H 2.06 3.25 -3.10 0.45
H 1.80 4.58 -1.96 0.45
N -3.64 5.19 3.63 -0.58
C -3.13 4.38 2.99 -0.17
C -2.54 3.37 2.20 0.68
C -3.14 2.96 1.00 -0.95
C -2.51 1.98 0.27 -0.32
N -1.39 1.39 0.66 0.79
C -0.84 1.74 1.81 -0.89
C -1.36 2.75 2.61 -0.61
H -4.06 3.41 0.66 0.47
H -2.90 1.65 -0.68 0.48
H 0.04 1.19 2.11 0.64
H -0.87 3.05 3.52 0.48
S 0.12 -1.69 8.22 -0.52
C -0.06 -1.32 6.62 0.35
S -0.62 -2.52 5.48 -0.20
C -0.44 -1.27 4.13 0.09
N -0.03 -0.15 4.63 -0.59
N 0.19 -0.16 5.98 0.38
C 0.67 1.05 6.50 0.51
C 0.81 1.31 7.86 -0.42
C 1.28 2.55 8.28 -0.74
C 1.61 3.53 7.36 -0.38
C 1.47 3.27 6.01 -0.70
C 1.02 2.04 5.58 -0.25
S -0.80 -1.64 2.57 -0.27
H 0.55 0.57 8.60 0.18
H 1.39 2.74 9.34 0.34
H 1.97 4.50 7.69 0.36
H 1.72 4.02 5.27 0.42
H 0.93 1.83 4.53 0.62
S -0.84 -3.67 -1.22 -0.34
C 0.04 -4.47 -2.36 0.16
N 0.95 -3.85 -3.14 0.11
C 1.54 -4.47 -4.30 -0.53
C 1.76 -5.95 -4.02 -0.67
C 0.43 -6.58 -3.60 -0.61
N -0.12 -5.81 -2.51 -0.16
H 1.03 -2.85 -3.00 -0.06
H 2.50 -3.98 -4.51 0.39
H 0.90 -4.35 -5.18 0.27
H 2.47 -6.06 -3.20 0.32
H 2.15 -6.46 -4.90 0.36
H 0.57 -7.61 -3.27 0.36
H -0.26 -6.59 -4.46 0.28
H -0.86 -6.21 -1.95 0.24
```

Its charge is -2. For the LUMO energy, the calculation gives 3.32 eV. The value obtained for the energy above the lowest of the compared OMol25 structures with the same formula, charge and spin is 100.28 kJ/mol. The value obtained for the highest occupied orbital energy is -1.79 eV.

4.
Below is a cluster of 5 separate species, C33H33F4NO15 in total in a non-equilibrium geometry, with properties calculated with ωB97M-V/def2-TZVPD.

The geometry in XYZ format:
```
86
Properties=species:S:1:pos:R:3:mulliken_charge:R:1
C 0.89 3.78 1.53 -0.74
C 0.65 5.31 1.12 0.49
O 1.60 6.13 1.33 -0.59
N -0.61 5.84 0.51 -0.07
C -0.56 5.36 -0.93 -0.70
C -1.78 5.09 1.14 -0.77
C -3.14 5.97 1.16 -0.75
C -4.34 5.14 0.48 -0.69
C -5.36 4.46 1.56 -0.65
C -5.18 2.86 1.36 0.33
C -6.31 2.00 0.74 -0.75
C -6.08 0.47 0.51 -0.72
C -4.72 -0.16 0.93 0.29
C -3.60 0.72 1.60 0.26
C -3.82 2.23 1.83 -0.32
C -2.23 -0.05 1.99 0.10
O -1.62 0.14 3.09 -0.55
C -1.74 -1.11 0.89 0.56
C -0.22 -1.24 0.50 -0.72
C 0.16 -2.27 -0.62 -0.23
C -0.97 -3.12 -1.30 -0.19
C -2.47 -3.00 -0.90 -0.78
C -2.86 -1.99 0.21 0.49
C -4.37 -1.72 0.69 0.10
O -5.21 -2.65 0.86 -0.53
H 1.87 3.67 2.12 0.37
H 0.93 3.18 0.54 0.17
H 0.06 3.33 2.18 0.22
H -0.13 4.29 -1.02 0.27
H -1.65 5.28 -1.31 0.26
H 0.06 6.05 -1.60 0.23
H -1.52 4.86 2.23 0.48
H -1.87 4.11 0.55 0.57
H -3.43 6.11 2.27 0.30
H -2.96 7.00 0.67 0.33
H -3.89 4.31 -0.17 0.43
H -4.88 5.84 -0.25 0.39
H -5.14 4.79 2.64 0.39
H -6.44 4.76 1.27 0.29
H -7.32 2.42 0.42 0.28
H -6.90 -0.18 0.06 0.35
H -3.04 2.91 2.31 0.49
H 0.54 -0.58 1.04 0.42
H 1.24 -2.37 -0.97 0.45
H -0.72 -3.87 -2.14 0.14
H -3.33 -3.59 -1.38 0.33
O 1.33 -1.87 -3.59 -0.46
C 1.82 -2.96 -3.75 0.56
O 2.30 -3.41 -4.94 -0.36
C 2.90 -4.67 -4.69 -0.46
C 2.20 -5.11 -3.44 0.23
F 3.02 -5.87 -2.67 -0.30
O 1.95 -3.90 -2.77 -0.16
H 3.98 -4.54 -4.55 0.29
H 2.74 -5.36 -5.52 0.31
H 1.26 -5.64 -3.61 0.33
O 3.35 -2.00 1.17 -0.52
C 2.92 -2.30 2.25 0.67
O 2.27 -3.46 2.51 -0.25
C 2.04 -3.49 3.92 -0.45
C 2.09 -2.04 4.28 0.37
F 2.58 -1.87 5.53 -0.30
O 3.02 -1.51 3.36 -0.31
H 2.83 -4.08 4.40 0.29
H 1.08 -3.95 4.15 0.28
H 1.14 -1.52 4.18 0.23
O 4.41 8.01 -3.94 -0.52
C 4.01 7.09 -3.28 0.61
O 4.03 7.07 -1.92 -0.35
C 3.36 5.88 -1.52 0.01
C 3.51 5.01 -2.73 0.32
F 2.44 4.19 -2.87 -0.26
O 3.50 5.94 -3.80 -0.31
H 2.32 6.11 -1.29 -0.07
H 3.83 5.44 -0.64 0.26
H 4.43 4.43 -2.76 0.25
O 4.70 -11.06 -0.06 -0.51
C 3.94 -10.14 -0.12 0.63
O 4.31 -8.83 -0.09 -0.32
C 3.14 -8.07 -0.32 -0.14
C 2.06 -9.00 0.12 0.30
F 0.93 -8.81 -0.61 -0.28
O 2.58 -10.28 -0.21 -0.31
H 3.08 -7.81 -1.37 0.09
H 3.15 -7.15 0.27 0.26
H 1.83 -8.96 1.18 0.28
```

Its SMILES is CC(=O)N(C)CCCCc1ccc2c(c1)C(=O)c1ccccc1C2=O.O=C1OC[C@@H](F)O1.O=C1OC[C@@H](F)O1.O=C1OC[C@@H](F)O1.O=C1OC[C@@H](F)O1. For the LUMO energy, the calculation gives -1.26 eV. The value obtained for the highest occupied orbital energy is -9.08 eV.